[1]
18
Properties=species:S:1:pos:R:3 method="wB97M-V/def2-TZVPD" total_charge=+1 e_above_lowest_kcal_mol=70.7
Tl 14.6118 -17.2799 19.4526
F 15.4253 -19.9035 19.8025
F 12.2553 -17.8863 21.0561
O 12.4302 -12.6989 20.9752
S 12.4591 -14.0808 21.3248
O 13.4153 -14.9877 20.7120
O 12.5851 -14.1754 22.9642
C 12.7258 -15.4772 23.5001
C 12.9579 -15.3479 25.0172
C 10.7990 -14.7900 21.0990
H 13.5304 -16.0144 22.9772
H 11.8699 -16.1306 23.2681
H 12.9994 -16.3420 25.4584
H 12.1210 -14.7173 25.3107
H 13.9398 -14.9224 25.2207
H 10.8609 -15.8764 21.1750
H 10.4739 -14.5321 20.0942
H 10.1708 -14.4760 21.9294

---

[2]
16
Properties=species:S:1:pos:R:3 method="wB97M-V/def2-TZVPD" total_charge=0 smiles="C[C@@H](F)/C(=N/S)NN" e_above_lowest_kcal_mol=6.2
C 2.0264 -0.5158 1.1345
C 1.3759 -0.6138 -0.2705
C 0.0034 0.0531 -0.2353
H 2.9664 -1.1391 1.1285
H 1.3096 -0.8791 1.8938
H 2.2065 0.5391 1.3015
H 1.9480 -0.0957 -1.0735
H -0.7594 1.9555 -0.2407
H 1.4130 2.6347 -1.0465
H 1.2228 2.8000 0.6017
H -3.1908 -1.0125 0.8075
N 0.0576 1.4123 -0.2497
N 1.2412 2.1371 -0.1768
N -0.9757 -0.7237 -0.0090
F 1.1810 -1.9150 -0.7133
S -2.5276 -0.0556 0.1452

---

E readings, ordered: -1114.61323, -781.36579 Eh